No. 1
A cluster of 21 separate species, C27H30Cl60FN2 in total. Source: the Open Molecules 2025 dataset; level of theory: the ωB97M-V functional and the def2-TZVPD basis.

Atoms and positions in Å:
C1 0.2784 -0.5664 -0.0908
C2 0.0426 -2.0206 -0.4717
F1 1.2170 -2.6220 -0.8783
C3 -1.0497 -2.2363 -1.5159
C4 -2.3665 -1.7440 -1.0274
C5 -3.1590 -2.4892 -0.1517
C6 -4.3207 -1.9193 0.2284
C7 -4.7288 -0.6660 -0.2605
N1 -3.9789 0.0027 -1.0938
N2 -2.8414 -0.5738 -1.4043
H1 0.5397 -0.5574 0.9635
H2 -0.6260 0.0296 -0.1993
H3 1.0764 -0.1276 -0.6840
H4 -0.2614 -2.5548 0.4353
H5 -0.8353 -1.7594 -2.4764
H6 -1.1662 -3.3118 -1.6635
H7 -2.8429 -3.4649 0.1840
H8 -4.9824 -2.4317 0.9227
H9 -5.6682 -0.2243 0.0344
H10 -2.2420 -0.0321 -2.0299
C8 1.9071 -3.1304 -3.5770
Cl1 0.8382 -4.3967 -2.9602
Cl2 3.2122 -3.7943 -4.5484
Cl3 0.9579 -1.9645 -4.5130
H11 2.3398 -2.6160 -2.7276
C9 4.2995 -1.1005 -0.9241
Cl4 3.2457 -0.7733 -2.3089
Cl5 5.9708 -0.7241 -1.3350
Cl6 3.7804 -0.1980 0.5010
H12 4.2372 -2.1566 -0.6946
C10 -1.0776 0.7640 -5.8404
Cl7 -1.8421 0.6064 -4.2403
Cl8 -1.1787 -0.7816 -6.6651
Cl9 -1.8132 2.0583 -6.7668
H13 -0.0318 1.0008 -5.6884
C11 -0.9918 2.5697 2.0303
Cl10 0.1332 3.6986 1.2923
Cl11 -2.2334 2.0706 0.8631
Cl12 -0.1297 1.1684 2.6774
H14 -1.4886 3.0684 2.8531
C12 8.7286 -2.7369 -3.2561
Cl13 9.8367 -1.6885 -4.1441
Cl14 7.4465 -3.3252 -4.3140
Cl15 9.5999 -4.0810 -2.5170
H15 8.2731 -2.1551 -2.4658
C13 4.8157 -1.1601 4.5327
Cl16 3.7781 -2.4499 5.1399
Cl17 5.8601 -1.7650 3.2469
Cl18 3.8428 0.1983 3.9506
H16 5.4432 -0.8105 5.3419
C14 1.3511 7.5415 -0.2403
Cl19 -0.0519 7.5528 -1.3070
Cl20 0.9950 8.4314 1.2516
Cl21 1.8471 5.8896 0.1145
H17 2.1688 8.0379 -0.7463
C15 0.1730 -2.5212 6.9389
Cl22 -1.4507 -2.4202 7.6209
Cl23 0.5734 -4.1904 6.5322
Cl24 0.2971 -1.4861 5.5181
H18 0.8817 -2.1734 7.6797
C16 3.6152 -7.7641 -5.4992
Cl25 2.7923 -7.6936 -7.0549
Cl26 5.2766 -7.1817 -5.6474
Cl27 2.7381 -6.8298 -4.2842
H19 3.6463 -8.7980 -5.1794
C17 4.4817 -11.0818 -9.3523
Cl28 4.8674 -9.7193 -8.2982
Cl29 2.7436 -11.3942 -9.3507
Cl30 5.0613 -10.7871 -10.9906
H20 4.9831 -11.9608 -8.9690
C18 1.8601 5.4973 4.8408
Cl31 0.2297 5.5916 5.5113
Cl32 2.2776 3.8224 4.4545
Cl33 2.0058 6.5279 3.4142
H21 2.5541 5.8514 5.5922
C19 -2.9405 -6.3938 -3.2394
Cl34 -2.2227 -5.9786 -4.7898
Cl35 -1.8545 -7.4021 -2.2900
Cl36 -3.3712 -4.9194 -2.3418
H22 -3.8514 -6.9497 -3.4208
C20 -6.1800 -3.3297 -4.2434
Cl37 -5.5636 -2.2351 -2.9908
Cl38 -7.9119 -3.5713 -4.0515
Cl39 -5.7996 -2.7071 -5.8445
H23 -5.6848 -4.2847 -4.1219
C21 -0.6597 11.9526 1.5247
Cl40 0.0721 13.0436 2.6995
Cl41 -2.4056 11.8505 1.7697
Cl42 -0.2935 12.4742 -0.1219
H24 -0.2397 10.9657 1.6705
C22 -4.4169 -2.6365 5.4468
Cl43 -3.8345 -2.7130 3.7748
Cl44 -4.8929 -0.9850 5.8529
Cl45 -5.7572 -3.7521 5.6880
H25 -3.6052 -2.9272 6.1006
C23 -3.5215 0.1651 10.2314
Cl46 -2.3774 1.3198 9.5431
Cl47 -4.6308 -0.4123 8.9806
Cl48 -2.6729 -1.1878 10.9780
H26 -4.0933 0.6706 10.9986
C24 -8.0661 -0.8855 3.4937
Cl49 -9.0616 -2.2664 3.9327
Cl50 -6.9068 -1.3357 2.2259
Cl51 -9.0600 0.4677 2.9656
H27 -7.5010 -0.5784 4.3649
C25 6.6707 -0.4940 -7.5306
Cl52 6.2194 -0.5183 -5.8252
Cl53 6.2555 -2.0241 -8.3044
Cl54 5.9004 0.8573 -8.3646
H28 7.7431 -0.3633 -7.5936
C26 2.8135 7.0551 8.8362
Cl55 1.7531 5.7423 9.3475
Cl56 3.9362 6.4972 7.5886
Cl57 1.8742 8.4281 8.2547
H29 3.3942 7.3763 9.6910
C27 -4.5425 13.3501 -0.9004
Cl58 -4.0578 13.2081 -2.5915
Cl59 -4.8982 15.0271 -0.4882
Cl60 -5.9285 12.3116 -0.5558
H30 -3.7174 13.0192 -0.2852

As for the net charge: +1. Its gap between HOMO and LUMO is 0.2913 Eh.

No. 2
A structure of composition C27H30ClF17N3OS. Source: the Open Molecules 2025 dataset; level of theory: the ωB97M-V functional and the def2-TZVPD basis.

Atoms and positions in Å:
C1 1.7449 1.4850 0.1331
C2 0.3345 2.2553 -0.0749
Cl1 0.0504 2.3162 -1.9234
C3 -0.9317 1.5428 0.7101
C4 -0.7976 -0.0707 0.7970
C5 0.0872 -0.7612 1.9469
C6 0.3217 -2.3396 2.0928
O1 1.1867 -2.7606 3.2059
C7 -0.3351 -3.3564 1.0640
C8 -0.0910 -4.9680 1.1356
C9 1.5191 -5.2763 1.2528
C10 1.8594 -6.8693 1.0123
F1 1.4449 -7.5250 2.2707
F2 1.0551 -7.4660 -0.0284
C11 3.4494 -7.0762 0.8899
F3 4.1438 -6.1050 1.7461
F4 3.7468 -8.3831 1.5068
C12 4.0659 -7.1520 -0.6056
F5 3.4672 -8.2134 -1.4316
F6 5.4519 -7.6146 -0.3985
C13 3.9629 -5.7958 -1.4767
F7 4.3823 -4.6174 -0.7260
F8 2.5241 -5.5899 -1.7388
C14 4.6576 -5.8262 -2.9349
F9 3.9150 -6.6938 -3.8628
F10 6.0180 -6.3924 -2.9346
C15 4.8595 -4.3432 -3.6166
F11 5.4103 -4.6251 -4.9551
F12 5.9139 -3.5684 -2.9474
C16 3.4976 -3.5168 -3.8598
F13 3.0369 -2.8675 -2.6182
F14 2.3756 -4.2893 -4.3380
C17 3.6603 -2.2694 -4.9322
F15 4.9433 -1.6212 -4.8611
F16 3.2865 -2.7404 -6.2420
F17 2.6164 -1.3096 -4.5406
C18 -1.2775 -2.7104 -0.0840
N1 -2.0305 -3.4597 -1.1388
S1 -2.8564 -2.2185 -2.0234
N2 -2.4004 -0.6821 -1.3295
C19 -1.5172 -1.1041 -0.2301
H1 1.9116 1.2614 1.2719
H2 2.6648 2.0488 -0.2802
H3 1.6689 0.4463 -0.3886
H4 0.4621 3.3368 0.3518
H5 -1.8702 1.7480 0.0361
H6 -1.1032 2.0565 1.7323
H7 0.6153 -0.0487 2.7061
H8 2.1059 -2.5503 2.8636
H9 -0.4125 -5.3979 0.0921
H10 -0.7165 -5.4870 1.9539
H11 2.0993 -4.5782 0.5403
H12 1.9150 -5.0456 2.3332
C20 -1.6474 3.7934 0.3627
C21 -3.1151 4.2083 0.4229
C22 -3.3253 5.7062 0.1819
N3 -3.4850 6.5370 1.4669
C23 -2.3206 6.3431 2.4140
C24 -3.5793 8.0301 1.0804
C25 -5.0600 8.2672 0.8939
C26 -5.6654 7.4978 2.0470
C27 -4.8290 6.2307 2.1658
H13 -1.0640 4.2219 1.1805
H14 -1.5624 2.6626 0.4305
H15 -1.1932 4.1075 -0.5802
H16 -3.5617 3.8708 1.3636
H17 -3.6332 3.6659 -0.3772
H18 -4.2438 5.8590 -0.3947
H19 -2.4931 6.1379 -0.3826
H20 -1.3983 6.5598 1.8716
H21 -2.3342 5.3175 2.7850
H22 -2.4383 7.0279 3.2549
H23 -3.1941 8.6198 1.9186
H24 -2.9778 8.2189 0.1896
H25 -5.4039 7.8654 -0.0645
H26 -5.3135 9.3292 0.9242
H27 -6.7231 7.2759 1.8872
H28 -5.5883 8.0803 2.9712
H29 -5.3038 5.3900 1.6544
H30 -4.6387 5.9647 3.2087

As for the net charge: +1. Its gap between HOMO and LUMO is 0.2615 Eh.

No. 3
A structure of composition C27H30ClI2N5O5STi. Source: the Open Molecules 2025 dataset; level of theory: the ωB97M-V functional and the def2-TZVPD basis.

Atoms and positions in Å:
Ti1 0.6756 0.2661 -0.1649
Cl1 6.8887 2.3981 -2.5347
C1 5.3815 1.5595 -2.2939
C2 4.9439 0.6747 -3.2384
C3 3.7291 -0.0119 -3.0726
I1 3.1228 -1.3582 -4.5393
C4 2.9164 0.1705 -1.9640
O1 1.7828 -0.4119 -1.7675
C5 3.3946 1.1166 -0.9886
N1 2.5756 1.3133 0.0835
C6 2.9513 2.1493 1.0299
C7 4.1626 2.8554 0.9812
C8 4.9886 2.6919 -0.0941
C9 4.6170 1.8043 -1.1257
H1 5.5354 0.4967 -4.1256
H2 2.2539 2.2936 1.8458
H3 4.4145 3.5347 1.7838
H4 5.9207 3.2339 -0.1754
C10 -4.3607 1.0731 2.0493
C11 -3.4618 0.4022 1.0305
O2 -2.6084 -0.5626 1.6403
C12 -3.1693 -1.8570 1.6778
C13 -2.2503 -2.7584 2.4697
H5 -4.9922 1.8181 1.5633
H6 -3.7563 1.5828 2.8001
H7 -5.0074 0.3525 2.5540
H8 -2.8186 1.1428 0.5599
H9 -4.0499 -0.0811 0.2410
H10 -3.2967 -2.2327 0.6543
H11 -4.1634 -1.8295 2.1424
H12 -1.2529 -2.7788 2.0249
H13 -2.6390 -3.7773 2.4940
H14 -2.1563 -2.4006 3.4964
I2 -4.1399 -2.2890 -3.5025
C14 -2.5351 -2.0660 -2.2498
C15 -1.8163 -3.0654 -1.6350
N2 -0.8784 -2.4530 -0.8908
N3 -0.9391 -1.1196 -0.9941
C16 -1.9417 -0.8665 -1.8177
H15 -1.9026 -4.1373 -1.6799
H16 -0.1640 -2.8710 -0.3171
H17 -2.1786 0.1529 -2.0757
C17 0.1544 -0.2261 3.4543
C18 0.9374 -1.2456 2.7095
N4 1.2107 -1.2362 1.4209
C19 1.9890 -2.3509 1.1673
C20 2.1662 -3.0512 2.3165
N5 1.5021 -2.3349 3.2858
H18 -0.6375 0.1728 2.8234
H19 0.7993 0.5988 3.7625
H20 -0.2974 -0.6666 4.3435
H21 2.3822 -2.5442 0.1815
H22 2.7022 -3.9581 2.5308
H23 1.4287 -2.5734 4.2590
C21 3.8629 6.8294 -0.7190
C22 2.7368 5.8385 -0.6248
C23 2.5481 4.8734 -1.6059
C24 1.5285 3.9367 -1.5029
C25 0.6889 3.9677 -0.4032
C26 0.8450 4.9349 0.5817
C27 1.8655 5.8606 0.4655
S1 -0.5676 2.7439 -0.2109
O3 -1.8287 3.4150 -0.0675
O4 -0.4451 1.8460 -1.3760
O5 -0.1788 1.9464 0.9938
H24 4.3791 6.7512 -1.6748
H25 4.5965 6.6613 0.0726
H26 3.4975 7.8517 -0.6116
H27 3.2146 4.8424 -2.4601
H28 1.3895 3.1782 -2.2619
H29 0.1718 4.9552 1.4295
H30 1.9920 6.6158 1.2331

Its gap between HOMO and LUMO (spin up / spin down) is 0.2121 / 0.2727 Eh. As for the multiplicity: 3. The value obtained for the relative energy (zero: lowest compared OMol25 entry of this formula, charge and spin) is 0.0 kJ/mol.

No. 4
A structure of composition C27H30N5O4PSY. Source: the Open Molecules 2025 dataset; level of theory: the ωB97M-V functional and the def2-TZVPD basis.

Atoms and positions in Å:
Y1 0.7640 0.6734 -0.7294
C1 -3.9826 4.8376 -1.0121
C2 -3.5679 4.3040 0.3509
N1 -3.2028 2.8897 0.3204
C3 -2.0006 2.4329 -0.0740
S1 -1.8446 0.6973 -0.2103
N2 -1.1035 3.3629 -0.3547
N3 0.1604 2.9134 -0.6104
C4 0.9713 3.7723 -1.1330
C5 0.5518 5.1413 -1.5486
C6 2.3921 3.3507 -1.2658
C7 3.3854 4.2362 -1.6484
C8 4.6993 3.7946 -1.6999
C9 4.9923 2.4795 -1.3837
C10 3.9474 1.6490 -1.0280
N4 2.6848 2.0736 -0.9597
H1 -4.2893 5.8816 -0.9331
H2 -4.8206 4.2678 -1.4168
H3 -3.1535 4.7706 -1.7170
H4 -4.3783 4.4083 1.0716
H5 -2.7132 4.8557 0.7332
H6 -3.9353 2.2024 0.3702
H7 -0.5233 5.1646 -1.6861
H8 1.0471 5.4326 -2.4745
H9 0.8082 5.8762 -0.7799
H10 3.1378 5.2591 -1.8897
H11 5.4884 4.4774 -1.9870
H12 6.0023 2.0979 -1.4146
H13 4.1153 0.6041 -0.7961
O1 2.0951 -0.8883 -2.1997
C11 1.1739 -0.7524 -3.0370
C12 0.9938 -1.5112 -4.3289
C13 -0.4103 -1.0945 -4.7662
C14 -0.7761 0.0578 -3.8289
O2 -1.7309 0.7732 -3.9298
N5 0.1976 0.1449 -2.8145
H14 1.1423 -2.5784 -4.1756
H15 1.7659 -1.1763 -5.0242
H16 -1.1429 -1.8888 -4.6203
H17 -0.4864 -0.7703 -5.8006
C15 -0.4424 -2.8774 -0.1613
P1 -0.1524 -2.4198 1.5333
C16 1.1332 -3.4148 2.2340
C17 1.1447 -3.5981 3.6182
C18 2.1582 -4.3388 4.2043
C19 3.1498 -4.9007 3.4107
C20 3.1404 -4.7196 2.0334
C21 2.1362 -3.9719 1.4411
C22 -1.6452 -2.6279 2.4634
C23 -2.3736 -1.5179 2.8904
C24 -3.5537 -1.7150 3.5935
C25 -4.0032 -3.0008 3.8555
C26 -3.2803 -4.1056 3.4188
C27 -2.0992 -3.9227 2.7223
H18 0.4664 -2.7904 -0.7566
H19 -1.2373 -2.2476 -0.5643
H20 -0.7833 -3.9144 -0.1599
H21 0.3647 -3.1667 4.2329
H22 2.1738 -4.4796 5.2767
H23 3.9384 -5.4836 3.8697
H24 3.9199 -5.1555 1.4226
H25 2.1506 -3.8081 0.3712
H26 -2.0324 -0.5157 2.6628
H27 -4.1233 -0.8608 3.9341
H28 -4.9259 -3.1468 4.4023
H29 -3.6353 -5.1062 3.6262
H30 -1.5234 -4.7852 2.4028
O3 0.1613 -0.8679 1.6781
O4 1.3189 -0.7626 0.7757

As for the net charge: +1. Its gap between HOMO and LUMO is 0.2739 Eh. The value obtained for the relative energy (zero: lowest compared OMol25 entry of this formula, charge and spin) is 0.0 kJ/mol.

No. 5
A structure of composition C27H30N5OPPdS. Source: the Open Molecules 2025 dataset; level of theory: the ωB97M-V functional and the def2-TZVPD basis.

Atoms and positions in Å:
Pd1 0.4170 0.5373 -0.2837
C1 2.9117 5.7431 -0.3671
C2 3.3368 4.3624 -0.7006
N1 4.5250 3.9868 -1.0391
N2 4.4092 2.6365 -1.2508
C3 3.1921 2.1589 -1.0482
S1 2.6622 0.5496 -1.2085
N3 2.4834 3.2601 -0.7029
N4 1.1309 3.2094 -0.3698
H1 3.7701 6.4025 -0.4663
H2 2.5434 5.8088 0.6583
H3 2.1275 6.0860 -1.0434
H4 5.2185 2.1059 -1.5355
H5 0.5958 3.6873 -1.0904
H6 0.9872 3.6829 0.5167
C4 -2.3149 2.7124 -1.4899
C5 -2.1821 2.8490 0.0204
C6 -3.0896 3.9558 0.5632
C7 -2.4437 1.5404 0.7634
C8 -3.9110 1.0920 0.7211
O1 -3.8665 -0.2105 0.0907
C9 -2.5963 -0.5188 -0.1394
N5 -1.7215 0.3677 0.1896
C10 -2.4159 -1.8830 -0.6984
C11 -3.5631 -2.5119 -1.1734
C12 -3.5132 -3.7989 -1.6917
C13 -2.3123 -4.4814 -1.7279
C14 -1.1583 -3.8728 -1.2517
C15 -1.1931 -2.5817 -0.7311
P1 0.3545 -1.8684 -0.1712
C16 0.3466 -1.6256 1.5985
C17 -0.7436 -1.9599 2.4073
C18 -0.6958 -1.6830 3.7608
C19 0.4196 -1.0509 4.3127
C20 1.4978 -0.7021 3.5153
C21 1.4700 -0.9879 2.1554
C22 1.7139 -2.9206 -0.6294
C23 2.1708 -2.8779 -1.9490
C24 3.1920 -3.7247 -2.3469
C25 3.7568 -4.6035 -1.4286
C26 3.3087 -4.6390 -0.1138
C27 2.2855 -3.7972 0.2946
H7 -2.2036 3.6848 -1.9727
H8 -3.3037 2.3333 -1.7642
H9 -1.5839 2.0366 -1.9341
H10 -1.1588 3.1297 0.2717
H11 -4.1070 3.8610 0.1813
H12 -2.7256 4.9346 0.2515
H13 -3.1343 3.9526 1.6554
H14 -2.1078 1.6605 1.7943
H15 -4.5505 1.7253 0.1141
H16 -4.3572 0.9661 1.7030
H17 -4.5063 -1.9878 -1.1378
H18 -4.4182 -4.2622 -2.0622
H19 -2.2635 -5.4881 -2.1228
H20 -0.2231 -4.4151 -1.2854
H21 -1.6109 -2.4522 1.9834
H22 -1.5246 -1.9667 4.3965
H23 0.4478 -0.8456 5.3751
H24 2.3672 -0.2292 3.9524
H25 2.3333 -0.7679 1.5380
H26 1.7295 -2.1890 -2.6619
H27 3.5500 -3.6990 -3.3681
H28 4.5544 -5.2656 -1.7405
H29 3.7549 -5.3250 0.5944
H30 1.9359 -3.8260 1.3190

As for the net charge: +2. Its gap between HOMO and LUMO (spin up / spin down) is 0.2848 / 0.2212 Eh. As for the multiplicity: 3. The value obtained for the relative energy (zero: lowest compared OMol25 entry of this formula, charge and spin) is 58.4 kJ/mol.

No. 6
A structure of composition C27H31BiClN4O8. Source: the Open Molecules 2025 dataset; level of theory: the ωB97M-V functional and the def2-TZVPD basis.

Atoms and positions in Å:
Bi1 -0.3530 -0.0699 0.2598
Cl1 1.6929 -0.2596 -1.4157
N1 0.1846 2.3869 -0.0546
N2 -0.0269 -2.4714 0.2955
C1 -0.8705 3.0814 -0.4903
C2 -0.8152 -3.1814 -0.4957
C3 1.1672 3.3388 0.4722
C4 0.3809 4.6562 0.4936
C5 2.3609 3.4290 -0.4681
C6 1.6218 2.9125 1.8568
H1 2.0479 3.8861 -1.4131
H2 2.7622 2.4301 -0.6678
H3 3.1318 4.0676 -0.0052
H4 0.7531 2.7828 2.5116
H5 2.2684 3.6903 2.2698
H6 2.1871 1.9673 1.8014
C7 0.8798 -3.3762 1.0049
C8 0.4981 -4.7396 0.4335
C9 0.6237 -3.2996 2.5067
C10 2.3314 -3.0295 0.7144
H7 2.4843 -2.9699 -0.3649
H8 2.9708 -3.8112 1.1428
H9 2.5906 -2.0603 1.1557
H10 -0.4458 -3.4045 2.7144
H11 0.9600 -2.3339 2.9139
H12 1.1750 -4.1104 2.9929
O1 -0.5950 -4.4573 -0.5144
H13 0.1011 -5.4320 1.1868
H14 1.3110 -5.2221 -0.1342
O2 -0.8542 4.3529 -0.2508
H15 0.8820 5.4982 0.0053
H16 0.0767 4.9361 1.5201
C11 -2.0328 2.4107 -1.1627
C12 -1.9399 -2.5736 -1.2925
C13 -1.5810 -1.3276 -2.1168
H17 -2.7244 -2.3443 -0.5794
H18 -2.2860 -3.3245 -1.9918
C14 -1.5190 -0.0582 -1.5477
C15 -1.6423 1.2261 -2.0719
H19 -1.9473 -0.2988 0.8402
C16 -1.2181 1.2113 -3.3328
C17 -0.9374 0.0139 -3.9509
C18 -1.0195 2.5137 -4.0059
C19 -1.1433 -1.2606 -3.3853
H20 -0.5620 0.0289 -4.9919
C20 -0.8697 -2.5042 -4.0868
H21 -0.5780 -2.3052 -5.0641
H22 -1.7298 -3.1863 -4.1181
H23 -0.0848 -3.0699 -3.5769
H24 -1.8721 3.1868 -3.9189
H25 -0.8222 2.3582 -5.0149
H26 -0.1875 3.0491 -3.5552
H27 -2.4906 3.1620 -1.8319
H28 -2.7304 2.1286 -0.4033
O3 -1.7570 -1.0378 2.6137
C21 -1.6314 0.1614 2.9817
O4 -1.4787 1.1997 2.2554
C22 -1.5333 0.4644 4.4507
C23 -1.2568 1.7754 4.8413
C24 -0.8791 2.0245 6.1746
C25 -0.8614 0.9732 7.1183
C26 -1.1707 -0.3364 6.7105
C27 -1.5135 -0.5935 5.3670
N3 -1.0952 -1.4381 7.6326
O5 -0.7805 -1.1943 8.8248
O6 -1.3425 -2.5916 7.2168
N4 -0.4167 3.3409 6.5420
O7 -0.3374 4.1998 5.6359
O8 -0.1119 3.5659 7.7291
H29 -1.2895 2.5722 4.0988
H30 -0.6036 1.1737 8.1498
H31 -1.7241 -1.6001 5.0399

As for the net charge: -1. Its gap between HOMO and LUMO is 0.1415 Eh.